19
Properties=species:S:1:pos:R:3 method="wB97M-V/def2-TZVPD" relative_energy_kcal_mol=130.8 spin_multiplicity=1 charge=+1 energy_ev=-9916.5595 orbital_gap_ev="6.00 / 9.01"
C -1.84023 0.78537 -1.05027
C -0.11092 -1.27682 1.09139
C 0.69831 -1.17217 -0.13493
C -0.51502 1.28049 -1.23490
N 1.91689 -0.36446 -0.05344
O -0.05160 0.10076 1.67194
O 0.32385 1.86375 -0.40277
H -2.58477 1.65554 -0.76720
H -2.05458 0.10604 -0.26373
H -2.28498 0.29995 -1.88078
H 0.50102 -1.96161 1.90354
H -1.04191 -1.78053 0.91393
H 0.77098 -2.08393 -0.78877
H -0.05663 0.98417 -2.20303
H 2.66966 -0.74617 -0.65284
H 2.14308 -0.25187 0.96507
H 1.81636 0.71223 -0.19990
H -0.50020 0.13829 2.53570
H 0.20067 1.71099 0.55098